DFT (ωB97M-V/def2-TZVPD) results for C37H40FeN3OP as an isolated structure.

Results
2S+1: 5
net charge: +2
HOMO energy (spin up / spin down): -14.02 / -14.17 eV
frontier orbital gap (spin up / spin down): 0.3013 / 0.2949 Ha

Element x y z (Å)
Fe -0.02239 0.84028 0.22423
C 4.68179 -4.21785 -1.54408
C 3.82889 -4.24397 -0.26164
C 4.73467 -4.16803 0.97743
C 3.04727 -5.55896 -0.21769
C 2.91136 -3.03789 -0.28900
C 3.44917 -1.74815 -0.31096
C 2.61070 -0.65736 -0.35622
N 1.27771 -0.77243 -0.36491
C 0.72961 -1.99537 -0.33583
C 1.52215 -3.13321 -0.30736
C -0.75355 -2.02694 -0.28921
C -1.48995 -3.19655 -0.29200
C -2.88193 -3.17792 -0.17930
C -3.47446 -1.92266 -0.06852
C -2.68377 -0.79051 -0.09453
N -1.35673 -0.82584 -0.20755
C -3.67975 -4.46684 -0.16599
C -3.28889 -5.26440 1.09089
C -5.18858 -4.21471 -0.14701
C -3.32740 -5.28518 -1.42036
H 5.30854 -5.10857 -1.58738
H 5.33727 -3.34779 -1.58292
H 4.04351 -4.21150 -2.42950
H 5.38553 -5.04203 0.99776
H 4.13992 -4.17435 1.89290
H 5.37011 -3.28211 0.97745
H 3.75328 -6.38803 -0.20134
H 2.41668 -5.68256 -1.10035
H 2.43556 -5.63415 0.68404
H 4.51777 -1.58697 -0.30141
H 3.00645 0.35066 -0.40596
H 1.05004 -4.10373 -0.29541
H -0.97676 -4.14304 -0.38080
H -4.54231 -1.80224 0.03089
H -3.14623 0.18696 -0.02962
H -3.51250 -4.70143 1.99847
H -2.22885 -5.52310 1.08532
H -3.86002 -6.19249 1.11985
H -5.50709 -3.71796 0.77139
H -5.70779 -5.17132 -0.19045
H -5.51274 -3.62729 -1.00781
H -2.28360 -5.60244 -1.41677
H -3.51684 -4.71505 -2.33114
H -3.94341 -6.18356 -1.44840
O -0.23788 -0.10810 2.57717
N 0.13462 1.23091 2.28914
C -0.41868 2.09322 3.04807
C -0.21530 3.52146 2.85829
C -0.29420 4.29057 4.02247
C -0.01236 5.64316 4.00256
C 0.32606 6.25189 2.80515
C 0.37431 5.50416 1.63597
C 0.10417 4.14158 1.63186
P 0.04361 3.29087 -0.00370
C -1.48813 3.92936 -0.75236
C -2.51463 3.01891 -0.99621
C -3.71944 3.43629 -1.53796
C -3.90388 4.77561 -1.84551
C -2.88067 5.68763 -1.61713
C -1.67587 5.27153 -1.07622
C 1.40691 4.03217 -0.94129
C 1.25707 4.25415 -2.31070
C 2.32671 4.71793 -3.05974
C 3.55470 4.94627 -2.45472
C 3.71245 4.71342 -1.09445
C 2.64802 4.24969 -0.33986
H 0.52084 -0.50800 3.02830
H -1.01570 1.76034 3.89634
H -0.55630 3.80630 4.95573
H -0.05854 6.22015 4.91598
H 0.54333 7.31083 2.77225
H 0.63325 5.99590 0.70791
H -2.34917 1.96969 -0.77216
H -4.50896 2.72142 -1.72915
H -4.83940 5.11134 -2.27151
H -3.01882 6.73163 -1.86480
H -0.88269 5.99147 -0.92198
H 0.30082 4.07971 -2.78783
H 2.19836 4.90245 -4.11776
H 4.38860 5.30436 -3.04297
H 4.66786 4.89767 -0.62175
H 2.77653 4.08064 0.72335

---

DFT (ωB97M-V/def2-TZVPD) results for C37H40O2P2Pb as an isolated structure.

Results
HOMO energy: -6.01 eV
frontier orbital gap: 0.2092 Ha

Element x y z (Å)
Pb 0.30305 -0.31040 3.04386
C -1.69558 0.72000 -4.42133
C -1.70960 -0.55768 -4.00753
C -0.89399 -1.68410 -4.59744
C 0.45327 -1.29513 -5.22042
C 1.32738 -0.47091 -4.30242
C 1.34872 0.86303 -4.19941
C 0.51989 1.83615 -4.99293
C -0.83852 1.32684 -5.50293
C 1.98823 0.32444 4.59104
H -2.46788 1.40733 -4.05107
H -2.50566 -0.88571 -3.32197
H -1.47069 -2.23940 -5.35992
H -0.70416 -2.40234 -3.78696
H 0.98987 -2.23561 -5.42331
H 0.29786 -0.84092 -6.20688
H 2.10903 -1.06871 -3.80002
H 2.16303 1.34668 -3.63801
H 1.07819 2.22739 -5.86143
H 0.33438 2.70836 -4.35173
H -1.37802 2.20625 -5.89193
H -0.69629 0.67756 -6.37533
H 1.76906 1.33123 4.98088
H 2.96454 0.31022 4.08305
H 2.00073 -0.38291 5.43081
P -1.55039 -0.74274 0.79320
P 1.87274 -0.10596 0.87168
C -0.41143 -0.91710 -0.55849
C 0.95070 -0.74483 -0.49647
C -2.44340 -2.28592 1.10543
C -2.79141 -3.13100 0.03913
C -3.51434 -4.29374 0.30634
C -3.84779 -4.63184 1.62314
C -3.45399 -3.80792 2.68409
C -2.74939 -2.63379 2.43895
C -2.70893 0.62718 0.56827
C -2.21501 1.94683 0.62153
C -3.09980 3.01143 0.49563
C -4.46765 2.77523 0.30554
C -4.95465 1.46195 0.26395
C -4.08302 0.38535 0.40332
C 3.33199 -1.13324 1.22630
C 3.15713 -2.41689 1.78592
C 4.27140 -3.20209 2.06534
C 5.56115 -2.73700 1.77594
C 5.72963 -1.46089 1.22549
C 4.62378 -0.65075 0.96363
C 2.38338 1.60013 0.55120
C 2.52215 2.52185 1.60986
C 3.00555 3.79709 1.32781
C 3.29208 4.17208 0.01203
C 3.09311 3.26813 -1.03610
C 2.62866 1.98193 -0.77536
H -0.90491 -1.17307 -1.50695
H 1.58746 -1.02239 -1.34502
H -2.50050 -2.86678 -0.97963
H -3.81527 -4.93575 -0.51892
H -4.41155 -5.54515 1.82306
H -3.69684 -4.08071 3.70892
H -2.43416 -1.98327 3.26151
H -1.15204 2.12757 0.78742
H -2.72293 4.03162 0.55943
H -5.15811 3.61605 0.20037
H -6.02023 1.27650 0.12742
H -4.45332 -0.64041 0.38563
H 2.15237 -2.78991 2.00457
H 4.13912 -4.18718 2.50926
H 6.43363 -3.36559 1.97607
H 6.72927 -1.09070 0.99868
H 4.75367 0.35335 0.55663
H 2.25379 2.23158 2.63195
H 3.15894 4.49700 2.14508
H 3.66848 5.17177 -0.19858
H 3.30367 3.55463 -2.06278
H 2.45343 1.26701 -1.58124
C -1.98778 1.00718 5.54699
C -1.63437 1.99934 4.47375
O -2.18780 3.09905 4.42311
O -0.71005 1.62247 3.59996
H -2.65764 1.47448 6.27097
H -1.09799 0.64349 6.07056
H -2.50748 0.14269 5.11780

---

DFT (ωB97M-V/def2-TZVPD) results for C37H41CaClNO6P2S3Se as an isolated structure.

Results
net charge: -1
HOMO energy: -4.52 eV
frontier orbital gap: 0.2525 Ha

Element x y z (Å)
Ca -0.44609 0.82054 0.90947
C -2.00797 4.23465 4.92938
C -3.04272 3.30107 4.31070
S -2.45296 1.85635 3.40977
C -1.60175 0.87342 4.65257
C -0.18329 1.30791 5.04331
S 0.91740 1.57304 3.62418
C 1.58378 3.25833 3.77743
C 0.78302 4.33704 4.48533
S -0.79037 4.83789 3.73048
H -1.48583 3.74463 5.74958
H -2.53279 5.09142 5.35926
H -3.61228 3.84316 3.55245
H -3.75383 2.97721 5.07669
H -1.57054 -0.11560 4.18828
H -2.22474 0.79338 5.54823
H 0.24424 0.52488 5.67441
H -0.19356 2.21605 5.63927
H 1.78055 3.52227 2.72936
H 2.54924 3.17908 4.28327
H 1.41473 5.22754 4.48909
H 0.59279 4.10162 5.53426
Cl -1.70602 -1.62503 -1.63089
C -1.03695 -2.87088 -2.63690
C -1.91941 -3.69582 -3.31701
C -1.42395 -4.70326 -4.12922
C -0.05431 -4.87546 -4.25662
C 0.81528 -4.03955 -3.57130
C 0.34716 -3.01845 -2.74596
P 1.44770 -1.89978 -1.77318
C 3.03796 -2.80456 -1.94752
C 4.00044 -2.55473 -2.92127
C 5.17194 -3.29985 -2.96129
C 5.39358 -4.30729 -2.03315
C 4.44183 -4.56252 -1.05483
C 3.27966 -3.80766 -1.00795
C 1.66963 -0.51154 -2.93807
C 0.85610 -0.28526 -4.04244
C 1.03269 0.85550 -4.81393
C 2.03125 1.76094 -4.49913
C 2.85126 1.53182 -3.39855
C 2.63510 0.43049 -2.59464
H -2.98374 -3.54355 -3.19872
H -2.11021 -5.35264 -4.65779
H 0.33968 -5.65949 -4.89075
H 1.88305 -4.18016 -3.67919
H 3.83518 -1.77198 -3.65106
H 5.91431 -3.09066 -3.72160
H 6.30883 -4.88507 -2.06600
H 4.61071 -5.33964 -0.31980
H 2.54691 -3.99387 -0.23005
H 0.08297 -0.99519 -4.30969
H 0.39036 1.02984 -5.66928
H 2.17250 2.64559 -5.10775
H 3.61830 2.24607 -3.12855
H 3.29940 0.23941 -1.76391
O -4.17512 -1.30457 1.93963
C -3.26583 -0.63326 1.45889
O -2.02757 -0.67449 1.73582
C -3.65014 0.37482 0.36327
C -4.98960 0.65138 0.11835
C -5.30124 1.48057 -0.93891
C -4.28068 2.03949 -1.70761
C -4.55497 2.74690 -2.95630
C -3.57941 3.16389 -3.76567
C -2.16839 3.09797 -3.33754
C -1.84353 2.41015 -2.05833
C -2.96408 1.79092 -1.31533
N -2.66103 0.96400 -0.31078
H -5.73204 0.16573 0.73414
H -6.33415 1.68213 -1.20282
H -5.59359 2.85156 -3.25049
H -3.80710 3.58406 -4.73769
H -1.39856 3.14887 -4.10053
H -0.86161 1.96492 -1.91715
C 1.24659 -1.94489 4.20485
P 0.97233 -1.55147 2.43109
C 0.48951 -3.21009 1.81105
C 2.72836 -1.46101 1.89433
H 1.92477 -2.79549 4.31022
H 0.29813 -2.18237 4.69035
H 1.68612 -1.07549 4.69399
H 1.22743 -3.97683 2.06397
H 0.36524 -3.15850 0.72871
H -0.47921 -3.47525 2.23787
H 3.27307 -2.38594 2.10491
H 3.20428 -0.62919 2.41640
H 2.77197 -1.24311 0.82717
O 2.41078 3.52213 0.80832
Se 1.14509 3.14053 -0.19412
O -0.23873 3.07900 0.79472
O 1.27645 1.44431 -0.45334
O -1.85974 3.82696 -2.15027

---

DFT (ωB97M-V/def2-TZVPD) results for C37H41InN5O2S3Sb as an isolated structure.

Results
2S+1: 2
net charge: -1
HOMO energy (spin up / spin down): -4.55 / -4.53 eV
frontier orbital gap (spin up / spin down): 0.2229 / 0.2016 Ha

Element x y z (Å)
In -1.96659 -1.02368 0.42085
C 5.13111 4.80232 0.07665
O 4.17681 4.45692 1.04555
C 4.28551 3.24272 1.66535
C 5.25871 2.28762 1.39315
C 5.30431 1.11252 2.12065
C 4.35601 0.84272 3.10715
C 3.35671 1.79582 3.34695
C 3.33621 2.98062 2.65285
N 4.54161 -0.21118 3.98665
N 3.63441 -0.90998 4.46405
C 2.36091 -0.98918 3.94935
C 1.28181 -1.02138 4.82695
C -0.02609 -1.02838 4.37885
C -0.34629 -1.05948 3.01675
O -1.55669 -1.00218 2.59255
C 0.75681 -1.21028 2.10665
N 0.44461 -1.43818 0.82745
C 1.39081 -1.69178 -0.04055
C 2.73961 -1.74648 0.31915
C 3.09571 -1.47828 1.61475
C 2.10091 -1.17368 2.56005
H 4.87091 5.80682 -0.25065
H 5.09801 4.12992 -0.78535
H 6.14291 4.80762 0.49385
H 5.99771 2.45642 0.62465
H 6.07561 0.38582 1.91125
H 2.63001 1.61002 4.12375
H 2.58451 3.72612 2.85775
H 1.48401 -0.95848 5.88665
H -0.84019 -0.99178 5.08565
H 1.08211 -1.88498 -1.05815
H 3.48311 -2.00438 -0.41965
H 4.12821 -1.53618 1.92045
C 1.68111 1.47902 -0.50525
C 0.74421 2.47552 0.17295
C 0.18611 1.93742 1.48995
C -0.42059 2.89852 -0.69505
C -0.58469 4.26682 -0.86545
C -1.65119 4.79212 -1.56655
C -2.58309 3.92732 -2.09735
C -2.45689 2.55102 -1.96725
C -3.57729 1.70292 -2.51815
C -4.83369 1.94282 -1.68045
C -3.83129 1.97552 -4.00135
C -1.36569 2.01612 -1.25475
N -1.24489 0.61212 -1.13845
C -1.07469 -0.07658 -2.23245
C -1.07469 -1.47318 -2.30175
C -0.74489 -2.31268 -3.37975
C -0.85999 -3.60988 -2.91985
C -1.28399 -3.54108 -1.58185
N -1.40969 -2.26178 -1.22835
C -1.47449 -4.67408 -0.60935
C -0.16189 -4.85498 0.17315
C -1.80359 -5.96838 -1.35885
C -2.60059 -4.37998 0.37995
H 2.49451 1.21272 0.17125
H 2.10661 1.91102 -1.40945
H 1.14671 0.57402 -0.77685
H 1.33941 3.37202 0.39885
H -0.54259 1.15172 1.29145
H -0.31599 2.73782 2.03115
H 0.98231 1.53492 2.11635
H 0.14931 4.93352 -0.43415
H -1.77009 5.85982 -1.67395
H -3.44069 4.32562 -2.61585
H -3.32339 0.64372 -2.43755
H -5.13529 2.98692 -1.70535
H -4.64249 1.66312 -0.64575
H -5.65669 1.33712 -2.05725
H -4.21449 2.97742 -4.16965
H -4.55529 1.25862 -4.38075
H -2.91259 1.85532 -4.56825
H -0.86369 0.45972 -3.15955
H -0.47669 -1.98868 -4.36835
H -0.67309 -4.50508 -3.48175
H 0.68411 -4.95158 -0.50415
H -0.21799 -5.74848 0.79215
H 0.00761 -3.99448 0.82065
H -0.96229 -6.29518 -1.96665
H -2.66849 -5.81538 -1.99815
H -2.03619 -6.75598 -0.64545
H -2.38289 -3.49288 0.98185
H -2.73389 -5.21888 1.05975
H -3.53849 -4.22638 -0.15135
S -5.85669 -4.05158 -1.24725
Sb -5.47449 -1.79658 -1.55235
S -4.15429 -1.59448 -3.44155
S -4.32949 -0.86858 0.59255

---

DFT (ωB97M-V/def2-TZVPD) results for C37H42AsF6N5OS3TeTi as an isolated structure.

Results
2S+1: 2
net charge: -1
HOMO energy (spin up / spin down): -2.98 / -2.97 eV
frontier orbital gap (spin up / spin down): 0.1874 / 0.1609 Ha

Element x y z (Å)
Ti -0.01717 -0.08788 0.03078
C 1.25743 4.14020 4.37822
C -0.21550 4.01722 4.00392
N -0.65448 2.64840 3.82051
C -0.30121 1.92425 2.69906
S -0.62939 0.22146 2.75068
N 0.20687 2.55956 1.70161
N 0.50771 1.80564 0.56697
C 1.18238 2.55178 -0.35884
C 1.48861 4.01673 -0.21486
C 1.68110 1.82035 -1.41263
C 2.37507 2.41449 -2.51745
C 2.98670 1.62990 -3.43268
C 2.92666 0.21599 -3.26854
C 2.19560 -0.29996 -2.24837
N 1.52311 0.44431 -1.32127
H 1.55979 5.18868 4.42664
H 1.45397 3.68282 5.34998
H 1.87179 3.63753 3.63129
H -0.85336 4.46342 4.77103
H -0.40287 4.55010 3.07322
H -0.75876 2.08589 4.64910
H 1.25254 4.35407 0.78928
H 2.54769 4.20967 -0.39894
H 0.91242 4.62366 -0.92226
H 2.40198 3.49166 -2.59922
H 3.51751 2.06838 -4.26899
H 3.43918 -0.45588 -3.94210
H 2.13108 -1.36924 -2.12773
C -3.12366 4.84677 1.79927
C -2.73828 5.39108 0.41958
C -3.67086 6.55663 0.08983
C -1.29873 5.91571 0.47400
C -2.81673 4.27651 -0.62991
C -3.58963 4.39845 -1.79383
C -3.63724 3.39082 -2.73908
C -2.89673 2.23969 -2.51204
S -2.77530 0.82418 -3.49856
C -1.72418 0.10931 -2.32554
N -1.46731 0.84421 -1.27564
C -2.12371 2.08541 -1.36100
C -2.08855 3.11266 -0.42385
C -1.15322 -1.21574 -2.49868
C -1.49872 -2.03995 -3.57730
C -0.95041 -3.30029 -3.66630
C -0.04700 -3.71578 -2.68064
C 0.30313 -2.87565 -1.64065
C -0.23463 -1.58386 -1.51411
H -3.00015 5.62746 2.55525
H -2.51362 3.99320 2.09481
H -4.16480 4.52158 1.80994
H -3.60002 7.30612 0.88109
H -4.71235 6.23413 0.02794
H -3.40068 7.04089 -0.85120
H -1.21018 6.69807 1.23298
H -1.00133 6.33443 -0.49071
H -0.60132 5.11445 0.71932
H -4.15843 5.29858 -1.97692
H -4.23144 3.49954 -3.63676
H -1.48487 3.00063 0.46337
H -2.19784 -1.70092 -4.33529
H -1.20566 -3.95386 -4.49058
H 0.39439 -4.70473 -2.74624
H 1.04385 -3.21760 -0.92167
O -1.45723 -1.59929 0.60945
S -1.77489 -2.43091 1.84122
C -0.42579 -3.59826 2.10290
C -1.14889 -4.86716 2.52521
C -2.22536 -5.08797 1.45826
C -2.88270 -3.72582 1.19959
H 0.27098 -3.18499 2.82713
H 0.07693 -3.71140 1.14336
H -1.61919 -4.72615 3.50336
H -0.45780 -5.70511 2.61179
H -2.96136 -5.82930 1.76893
H -1.75726 -5.44684 0.54042
H -3.84250 -3.60403 1.69826
H -2.99415 -3.47812 0.14440
Te -3.65453 0.52454 2.01716
C -4.18081 1.24787 3.92121
C -5.34654 1.99340 4.08980
C -5.69771 2.48323 5.34067
C -4.88528 2.24424 6.43995
C -3.72328 1.50102 6.27822
C -3.37454 1.00139 5.03166
H -5.98238 2.19657 3.23686
H -6.60710 3.06129 5.45361
H -5.15562 2.63308 7.41360
H -3.08346 1.30464 7.13057
H -2.47121 0.41468 4.91120
F 1.28751 -1.47420 0.93909
As 2.98140 -1.69161 1.65072
F 3.23308 -0.00257 1.54048
F 3.52617 -1.90268 0.02873
F 4.53890 -1.99185 2.31056
F 2.55555 -3.37788 1.69734
F 2.25189 -1.50615 3.19928

---

Molar mass values, unit g/mol, following the record order: 629.57, 785.87, 908.38, 920.55, 1033.35.
Energy above the lowest of the compared OMol25 structures with the same formula, charge and spin values, unit kcal per mole, following the record order: 7.2, 0.0, 37.2, 17.8, 52.8.